ORCA calculation (ωB97M-V with the def2-TZVPD basis set) on C8H21I2MoOP2 as an isolated structure in a non-equilibrium geometry.

```
35
Properties=species:S:1:pos:R:3
C -0.1051 0.1221 -3.6133
I 1.3937 -0.2694 -2.0286
H 0.4499 0.3972 -4.5063
H -0.7698 0.9245 -3.2834
H -0.6332 -0.8258 -3.7462
Mo 0.1818 0.0009 0.4093
P 0.0922 2.3772 0.3012
C -1.4989 3.2526 0.0371
C 0.7759 3.2268 1.7777
H 0.7490 4.3128 1.6062
H 1.0546 4.1412 -1.0550
H 1.8124 2.9023 1.9327
H 2.2273 2.8179 -0.7484
H -2.1667 3.0470 0.8811
H 0.1870 2.9608 2.6637
C 1.1870 3.0527 -1.0070
H -1.3143 4.3325 -0.0407
H 0.9504 2.5969 -1.9709
H -1.9647 2.8868 -0.8839
P 0.1738 -2.4187 0.6821
C -1.4426 -3.2709 0.5342
C 1.2590 -3.3766 -0.4487
H 1.8671 -2.6169 2.4046
H 0.8495 -4.0903 2.3068
H 0.2301 -2.5966 3.1117
C 0.8415 -2.9909 2.2916
H 2.3025 -3.0875 -0.2744
H 1.1375 -4.4491 -0.2364
H -1.2981 -4.3582 0.5915
H -1.9009 -3.0103 -0.4269
H 0.9999 -3.1680 -1.4890
H -2.1032 -2.9390 1.3427
C -1.7955 -0.0478 -0.0350
O -2.9721 -0.0209 -0.0881
I -0.7572 0.1845 3.0079
```

Summary:
energy above the lowest of the compared OMol25 structures with the same formula, charge and spin	0.0	kJ/mol
frontier orbital gap (alpha / beta)	5.245 / 5.831	eV
largest force on an atom	6.6	eV Å⁻¹
net charge	+3
HOMO (alpha / beta)	-0.7314 / -0.7351	Eh
spin multiplicity	3

---

ORCA calculation (ωB97M-V with the def2-TZVPD basis set) on a 2-piece molecular cluster, C8H21N2O3P2 overall in a non-equilibrium geometry.

```
36
Properties=species:S:1:pos:R:3
C 4.3263 1.5809 -1.3149
C 3.1796 1.7292 -0.2493
P 1.5467 1.7400 -1.1793
C 0.7169 3.3241 -0.5414
C 0.4199 0.3834 -0.6078
C -0.5588 0.1412 -1.8226
P 1.3195 -1.1759 -0.3345
N 2.7741 -1.2972 -0.9751
O 0.3694 -2.4011 -1.0068
O 1.3144 -1.4669 1.3234
H 4.7443 2.5593 -1.6017
H 5.1091 0.8874 -0.9648
H 3.9020 1.1350 -2.2273
H 3.2799 0.9345 0.5018
H 3.2977 2.7108 0.2489
H 0.3881 3.1870 0.5044
H 1.4888 4.1104 -0.6345
H -0.1431 3.5996 -1.1665
H -1.3455 -0.5859 -1.5782
H -1.0636 1.0737 -2.1375
H 0.0385 -0.2085 -2.6903
H 3.4468 -1.4942 -0.2372
H 0.9863 -2.8815 -1.5580
H 1.2982 -0.6261 1.7736
C -3.2764 -0.0546 2.1637
O -4.1681 0.4983 2.7830
N -3.3766 -1.2769 1.5973
C -2.2731 -1.8820 0.8715
C -4.6255 -2.0004 1.7210
H -2.2910 0.4120 2.0113
H -2.5798 -2.0752 -0.1581
H -1.9975 -2.8245 1.3505
H -1.4073 -1.2206 0.8651
H -5.4339 -1.4156 1.2768
H -4.8550 -2.1586 2.7772
H -4.5511 -2.9613 1.2164
```

Summary:
frontier orbital gap	5.806	eV
largest force on an atom	1.9	eV Å⁻¹
net charge	-1
HOMO	-0.1007	Eh